# 1
113
Properties=species:S:1:pos:R:3:mulliken_charge:R:1 method="wB97M-V/def2-TZVPD" total_charge=0 max_force_ev_per_a=5.93 homo_energy_ev="-5.70 / -5.70" orbital_gap_ev="4.21 / 4.21"
Hf 12.18205 15.44149 10.10627 2.172
C 10.79335 13.42078 7.22392 -0.069
C 11.87207 14.38948 6.99860 0.375
C 12.56472 14.63600 5.78538 -1.915
C 13.22667 15.88873 5.96219 0.818
C 14.10243 16.54694 4.91126 -1.389
N 12.94602 16.32870 7.19693 0.068
N 12.16165 15.38251 7.89826 0.549
B 12.45446 17.80747 7.41887 -1.354
N 11.02265 18.15459 6.99389 1.480
N 10.10804 17.17176 6.72969 -0.471
C 8.99474 17.79447 6.31450 0.616
C 7.82661 16.96464 5.91944 -1.125
C 9.17370 19.21199 6.28184 -1.101
C 10.47035 19.40409 6.76756 0.444
C 11.14282 20.74374 7.11939 -0.883
N 12.77004 17.95943 8.93218 1.266
N 11.82990 17.60141 9.98098 -0.075
C 12.04208 18.47091 10.99877 0.721
C 11.11665 18.49680 12.16261 -1.235
C 13.11288 19.35680 10.66766 -1.380
C 13.47439 19.06494 9.32390 0.256
C 14.45836 19.83692 8.48640 -1.298
H 9.82730 13.86971 6.94430 0.225
H 10.78142 13.04602 8.28030 -0.572
H 10.91050 12.54006 6.58256 0.501
H 12.61087 13.99027 4.92759 0.495
H 13.92122 16.09774 3.90299 0.344
H 15.19882 16.41460 5.15439 0.285
H 13.94159 17.67167 4.92896 0.233
H 13.23183 18.47700 6.71520 -0.189
H 7.05187 17.65108 5.48669 0.359
H 7.36154 16.40897 6.73905 0.096
H 8.06562 16.22090 5.10595 0.238
H 8.36811 19.85201 5.90731 0.373
H 10.45035 21.58822 7.30131 0.350
H 11.88789 21.09310 6.36324 0.218
H 11.63873 20.54210 8.08189 0.051
H 10.57734 17.57481 12.11149 0.078
H 10.44408 19.38439 12.07830 0.318
H 11.69401 18.53086 13.05379 0.403
H 13.47632 20.19740 11.26066 0.511
H 15.24468 20.31367 9.10032 0.436
H 13.96038 20.65670 7.89982 0.118
H 14.93209 19.17672 7.76356 0.322
C 16.28487 15.81482 11.62886 -1.905
C 14.82498 15.47144 11.64714 0.807
O 14.20385 15.48942 10.50908 -0.566
C 14.20084 15.13837 12.93540 0.902
C 14.98343 14.90087 14.06790 -1.088
C 14.41551 14.44507 15.25773 -0.954
C 13.02299 14.37633 15.37089 -0.391
C 12.22186 14.74216 14.29446 -0.767
C 12.82464 15.13139 13.11427 0.432
O 11.99759 15.40996 12.07600 0.215
H 16.55897 16.05207 10.58932 0.388
H 16.91874 14.93868 11.95906 0.444
H 16.58366 16.71842 12.21008 0.359
H 16.05443 14.97622 13.97967 0.415
H 15.04213 14.23464 16.11796 0.414
H 12.57713 14.06543 16.31961 0.498
H 11.11028 14.67595 14.29631 0.318
C 12.01134 12.78291 10.22870 -1.288
Si 10.92831 11.15126 10.40582 -0.349
C 9.20011 10.68058 9.58340 -0.966
N 7.94722 11.38181 9.87843 0.600
C 7.36136 12.22808 8.86614 0.026
C 5.79261 12.06148 8.75855 -1.135
C 5.10143 12.31490 10.08189 -0.581
C 5.92574 11.76634 11.24158 -0.824
C 7.02348 10.81267 10.87694 -0.473
C 10.77207 10.65419 12.20475 0.699
C 11.53932 11.37044 13.15102 -0.343
C 11.49598 11.04402 14.50633 -0.445
C 10.67486 10.03450 14.99120 -0.646
C 9.97718 9.24379 14.09738 -0.640
C 10.04261 9.52421 12.71395 -0.281
C 12.20221 9.94725 9.59250 0.434
C 12.07381 9.62630 8.22930 -0.076
C 12.78857 8.57937 7.66672 -0.535
C 13.71731 7.84492 8.42259 -0.656
C 13.92990 8.23937 9.73471 -0.508
C 13.21951 9.30598 10.31086 -0.443
H 12.42654 12.78364 9.21473 0.658
H 12.89980 12.74450 10.90925 0.477
H 9.00145 9.56580 9.70578 0.488
H 9.43929 10.80837 8.49453 0.446
H 7.79071 11.98834 7.85740 0.312
H 7.63995 13.27390 9.05221 -0.231
H 5.64987 11.07715 8.33928 0.364
H 5.50900 12.77124 7.97063 0.461
H 4.07873 11.95988 10.15636 0.369
H 5.01352 13.36588 10.26012 0.233
H 5.24110 11.19005 11.92644 0.354
H 6.30407 12.57663 11.91007 0.259
H 6.58943 9.85358 10.49387 0.331
H 7.61189 10.55410 11.75912 0.227
H 12.21894 12.13509 12.82999 0.280
H 12.16722 11.58759 15.17864 0.343
H 10.63055 9.88734 16.05443 0.385
H 9.46135 8.36291 14.38613 0.444
H 9.37600 8.91572 12.04061 0.260
H 11.39183 10.19223 7.59119 0.060
H 12.53152 8.35277 6.62185 0.352
H 14.18353 6.95856 8.05152 0.399
H 14.65083 7.70020 10.31073 0.415
H 13.43832 9.63012 11.36700 0.215
C 7.98626 15.83907 10.62217 -1.102
C 9.42374 15.66563 10.44884 0.700
O 10.04901 14.95515 9.64983 -1.063
H 7.34858 15.76234 9.68205 0.181
H 7.90264 16.88336 11.00461 0.405
H 7.62142 15.15968 11.43584 0.225

# 2
105
Properties=species:S:1:pos:R:3:mulliken_charge:R:1 method="wB97M-V/def2-TZVPD" total_charge=+1 max_force_ev_per_a=2.75 homo_energy_ev=-10.52 relative_energy_kj_mol=77.4 orbital_gap_ev=5.00
C 2.37993 3.41083 -1.84894 -1.798
C 2.16714 3.39316 -3.35388 2.649
C 2.08992 4.86045 -3.78965 -2.472
C 3.42451 2.86252 -4.04308 -1.557
C 0.88415 2.59860 -3.79418 0.044
C 0.00243 3.25049 -4.66176 -0.684
C -1.03929 2.59001 -5.29946 -1.848
C -1.13096 1.21267 -5.18090 -0.917
C -0.28431 0.50441 -4.31717 0.503
C -0.37526 -1.04324 -4.45131 2.191
C 0.63124 -1.83837 -3.64277 -1.404
C -0.14695 -1.42228 -5.91871 -1.875
C -1.78547 -1.45373 -4.02679 -1.628
C 0.55987 1.24259 -3.44983 -0.026
N 1.07782 0.62994 -2.24494 1.542
C 0.49817 0.26920 -1.02924 -0.425
B -0.95866 0.09430 -0.40002 -0.011
H -1.31109 -0.05076 1.00407 0.070
N 1.52961 -0.25831 -0.28313 1.607
C 1.38863 -0.86304 1.00379 -0.439
C 1.32887 -2.28966 1.09470 -0.417
C 2.33632 -3.30353 0.47809 2.153
C 2.09214 -4.71236 1.03361 -2.057
C 3.78003 -2.94499 0.83599 -1.507
C 2.17693 -3.39038 -1.03286 -1.534
C 0.24924 -2.77386 1.84111 -0.680
C -0.21796 -2.03024 2.92358 -1.182
C 0.26503 -0.74448 3.11787 0.492
C 0.95588 -0.07946 2.09604 -0.642
C 1.12490 1.44739 2.27963 2.523
C -0.23581 2.09595 2.05365 -0.120
C 2.12107 2.07635 1.32614 -1.342
C 1.56867 1.79599 3.70549 -1.811
C 2.71295 -0.22237 -1.00780 -0.962
C 2.42487 0.23437 -2.23284 -1.020
H 2.73227 2.44882 -1.47428 0.483
H 3.16082 4.14683 -1.60619 0.441
H 1.46528 3.70354 -1.32102 0.367
H 2.08176 4.94712 -4.88190 0.490
H 1.21382 5.36511 -3.37134 0.458
H 2.98297 5.38375 -3.42712 0.475
H 3.26399 2.79656 -5.12509 0.360
H 4.24926 3.56374 -3.85949 0.439
H 3.73350 1.88524 -3.67624 0.332
H 0.12227 4.30934 -4.87033 0.465
H -1.74395 3.13991 -5.91690 0.391
H -1.85541 0.66783 -5.78691 0.342
H 0.52735 -1.63969 -2.57524 -0.351
H 0.42689 -2.90963 -3.78258 0.774
H 1.66193 -1.65821 -3.97074 0.335
H -0.86135 -0.93819 -6.59152 0.352
H 0.86692 -1.13655 -6.22589 0.437
H -0.24755 -2.50694 -6.04068 0.440
H -2.53758 -1.00652 -4.68715 0.389
H -1.88625 -2.54352 -4.08485 0.461
H -1.98656 -1.13830 -2.99530 0.145
H -1.64440 1.04806 -0.74638 -0.010
H -1.44500 -0.98035 -0.74095 -0.259
H 1.12927 -5.11194 0.69742 0.416
H 2.86983 -5.39096 0.65897 0.439
H 2.13169 -4.74220 2.12984 0.414
H 4.05558 -1.95448 0.47149 0.203
H 3.92840 -2.96721 1.92290 0.390
H 4.46326 -3.67668 0.38333 0.439
H 2.58029 -2.50409 -1.53117 0.254
H 2.74344 -4.25794 -1.40075 0.534
H 1.12116 -3.51858 -1.30253 0.358
H -0.17234 -3.76377 1.64696 0.369
H -0.94569 -2.45305 3.62890 0.351
H 0.04670 -0.20300 4.03852 0.777
H -0.99216 1.62375 2.69012 -1.040
H -0.20457 3.16808 2.28935 0.868
H -0.57216 1.98129 1.01945 -0.289
H 3.11861 1.63155 1.42271 0.293
H 1.75945 1.97743 0.30318 -0.539
H 2.18227 3.15348 1.54257 0.631
H 2.46461 1.22995 3.98846 0.359
H 1.81782 2.86687 3.74221 0.467
H 0.77545 1.62563 4.44757 0.267
H 3.66687 -0.49033 -0.59392 0.250
H 3.06644 0.29705 -3.09659 0.733
F -6.44710 -2.58183 5.21446 -0.302
C -5.82929 -2.21303 4.04107 -0.025
C -6.41161 -2.59054 2.83796 -0.482
C -5.72523 -2.23608 1.66356 -0.722
C -4.55986 -1.47882 1.71055 -0.440
C -4.01717 -1.00170 2.93208 0.590
C -2.99337 0.00656 2.91864 -0.561
C -2.53752 0.47535 4.20517 1.079
C -2.16724 -0.47462 5.21263 -0.615
C -1.63647 -0.07210 6.43329 -1.146
C -1.56733 1.29664 6.75815 -0.562
C -2.07280 2.23820 5.85249 -0.813
C -2.50633 1.84962 4.58060 -0.015
C -4.66041 -1.47397 4.13038 -0.529
H -7.34314 -3.15405 2.83465 0.473
H -6.14306 -2.55002 0.70552 0.414
H -4.03418 -1.18994 0.79925 0.496
H -2.90814 0.64865 2.04150 1.033
H -2.32805 -1.53865 5.03043 0.565
H -1.27982 -0.83243 7.13989 0.398
H -1.16960 1.60526 7.72676 0.457
H -2.12839 3.29564 6.13088 0.406
H -2.84016 2.60097 3.85551 0.433
H -4.29353 -1.24609 5.11916 0.750